Entry 1:
54
Properties=species:S:1:pos:R:3 method="wB97M-V/def2-TZVPD" e_above_lowest_kj_mol=0.0 total_charge=-1 homo_lumo_gap_ev="5.9 / 5.5" spin_multiplicity=4 homo_ev="-4.668 / -4.804" total_energy_ha=-12902.741988 largest_force_ev_per_a=0.67 s2=3.996 e_lumo_ha="0.0440 / 0.0261"
Tc -0.2726 0.0325 -1.7809
S 0.1493 2.2403 -0.9308
C 0.0773 1.8153 0.7341
N 0.3217 2.7263 1.6688
N 0.1629 2.3693 2.9286
C 0.6205 3.1912 3.9601
C 0.3546 2.8067 5.2731
C 0.7896 3.5964 6.3235
C 1.4819 4.7748 6.0774
C 1.7393 5.1493 4.7654
C 1.3199 4.3664 3.7017
N -0.1905 0.5480 1.1751
N -0.3811 -0.3325 0.2820
C -0.4440 -1.6609 0.8280
C 0.6276 -2.1306 1.5691
C 0.5961 -3.4329 2.0456
C -0.5033 -4.2408 1.7914
C -1.5748 -3.7489 1.0567
C -1.5454 -2.4563 0.5582
H -0.0909 1.4068 3.1261
H -0.1928 1.8909 5.4631
H 0.5802 3.2900 7.3406
H 1.8181 5.3929 6.8992
H 2.2838 6.0630 4.5624
H 1.5246 4.6466 2.6791
H 1.4846 -1.4904 1.7302
H 1.4390 -3.8184 2.6045
H -0.5197 -5.2609 2.1535
H -2.4325 -4.3772 0.8549
H -2.3605 -2.0624 -0.0335
S -0.5941 -2.1824 -2.5425
C 0.9653 -2.9661 -2.3380
C 1.0771 -4.3420 -2.5451
C 2.3008 -4.9808 -2.4443
C 3.4398 -4.2447 -2.1345
C 3.3377 -2.8815 -1.9159
C 2.1065 -2.2314 -2.0049
S 2.0173 -0.5055 -1.6583
H 0.1843 -4.9054 -2.7891
H 2.3669 -6.0494 -2.6084
H 4.4045 -4.7318 -2.0633
H 4.2173 -2.2992 -1.6687
Br -3.1112 3.4046 -7.1453
C -2.8811 2.4368 -5.5388
C -3.9651 2.1637 -4.7148
Br -5.7012 2.7474 -5.1788
C -3.7741 1.4532 -3.5243
Br -5.1832 1.0383 -2.3408
C -2.5080 1.0208 -3.1599
O -2.2439 0.3624 -2.0445
C -1.4083 1.2842 -4.0065
O -0.2342 0.8041 -3.6211
C -1.6014 1.9950 -5.1813
Br -0.0748 2.3153 -6.2379

=====

Entry 2:
123
Properties=species:S:1:pos:R:3 method="wB97M-V/def2-TZVPD" e_above_lowest_kj_mol=0.0 total_charge=+1 homo_lumo_gap_ev=7.5 homo_ev=-10.377 total_energy_ha=-5841.956324 largest_force_ev_per_a=0.47 e_lumo_ha=-0.1070
Zr 0.8546 0.0664 -0.0562
C -1.8459 2.6963 1.3163
Si -1.5692 1.2799 0.0781
C -2.1806 2.0798 -1.5255
C -3.4326 2.7072 -1.5633
C -3.8956 3.3304 -2.7058
C -3.1068 3.3380 -3.8516
C -1.8638 2.7347 -3.8340
C -1.3883 2.1128 -2.6730
P 0.2620 1.3350 -2.5990
C 0.2099 0.0360 -3.9340
C -1.0825 -0.8206 -3.8008
C -2.0544 -0.5836 -4.9520
C -1.4278 -0.9651 -6.2991
C 0.0758 -0.6438 -6.3302
C 0.4124 0.5075 -5.3846
C 1.5270 2.6002 -3.1478
C 0.9965 4.0063 -3.4571
C 0.5270 4.7511 -2.2076
C 1.6223 4.8028 -1.1446
C 2.1552 3.4044 -0.8417
C 2.6480 2.7214 -2.1111
C -2.5877 -0.3470 0.1925
C -3.7247 -0.5703 -0.5916
C -4.2772 -1.8336 -0.7334
C -3.6960 -2.9268 -0.1059
C -2.5776 -2.7412 0.6919
C -2.0334 -1.4684 0.8546
P -0.6152 -1.0991 1.9203
C 0.4271 -2.6252 2.1708
C 0.3685 -3.3948 3.4987
C 1.0131 -2.6534 4.6941
C 1.9247 -1.5040 4.2649
C 2.7784 -1.9268 3.0869
C 1.9291 -2.3640 1.8775
C -1.3799 -0.6749 3.5743
C -2.0299 0.7053 3.5456
C -2.6100 1.1002 4.9081
C -3.3888 -0.0464 5.5789
C -3.6781 -1.1635 4.5839
C -2.3624 -1.7627 4.0870
H -2.8252 2.7058 1.7952
H -1.7508 3.6172 0.7342
H -1.0819 2.7249 2.0945
H -4.0560 2.7133 -0.6734
H -4.8652 3.8129 -2.7096
H -3.4580 3.8207 -4.7549
H -1.2670 2.7657 -4.7340
H 1.0638 -0.6091 -3.7121
H -1.5951 -0.6296 -2.8536
H -0.8001 -1.8783 -3.7929
H -2.3571 0.4670 -4.9584
H -2.9653 -1.1600 -4.7809
H -1.9411 -0.4291 -7.0996
H -1.5779 -2.0286 -6.4951
H 0.3968 -0.4080 -7.3447
H 0.6567 -1.5185 -6.0201
H -0.2149 1.3671 -5.6274
H 1.4467 0.8174 -5.5391
H 1.9494 2.1750 -4.0598
H 0.2174 3.9971 -4.2196
H 1.8388 4.5548 -3.8942
H -0.3599 4.2615 -1.7911
H 0.2197 5.7617 -2.4852
H 1.2489 5.2726 -0.2327
H 2.4514 5.4223 -1.5037
H 1.3362 2.8204 -0.3843
H 2.9568 3.4504 -0.0975
H 3.0921 1.7532 -1.8961
H 3.4437 3.3341 -2.5491
H -4.1765 0.2543 -1.1316
H -5.1568 -1.9691 -1.3507
H -4.1126 -3.9181 -0.2338
H -2.1259 -3.5986 1.1774
H 0.0685 -3.2803 1.3749
H 0.9251 -4.3197 3.3207
H -0.6459 -3.7068 3.7322
H 1.6119 -3.3694 5.2604
H 0.2495 -2.2966 5.3884
H 2.5518 -1.1929 5.1020
H 1.3504 -0.6174 3.9762
H 3.4128 -2.7629 3.3925
H 3.4595 -1.1238 2.7994
H 2.3301 -3.2975 1.4876
H 2.0607 -1.6622 1.0428
H -0.5361 -0.6031 4.2549
H -2.8173 0.7293 2.7912
H -1.2818 1.4404 3.2506
H -3.2636 1.9615 4.7586
H -1.8032 1.4418 5.5601
H -4.3112 0.3276 6.0236
H -2.8015 -0.4684 6.4003
H -4.2675 -0.7894 3.7407
H -4.2709 -1.9509 5.0519
H -2.5793 -2.5128 3.3306
H -1.8967 -2.2888 4.9220
F 1.8256 -7.3202 -0.8718
C 1.5861 -5.9984 -0.9585
C 2.6564 -5.1248 -0.9886
C 2.3996 -3.7653 -1.0665
C 1.0932 -3.2746 -1.1164
C 0.8216 -1.8217 -1.1622
C 0.0420 -4.1937 -1.1170
C 0.2794 -5.5582 -1.0308
H 3.6661 -5.5119 -0.9579
H 3.2334 -3.0717 -1.0916
H -0.1225 -1.6181 -1.6941
H 1.6193 -1.3098 -1.7606
H -0.9782 -3.8351 -1.1977
H -0.5290 -6.2778 -1.0366
Br 4.8911 3.2869 5.7122
C 4.9798 2.6003 3.9631
C 6.2033 2.5371 3.3028
N 6.3416 2.0582 2.0710
C 5.2525 1.6183 1.4519
C 3.9903 1.6476 2.0350
C 3.8424 2.1540 3.3221
C 2.8216 1.1297 1.3035
O 1.6574 1.1769 1.7930
O 2.9708 0.5975 0.1442
H 7.1052 2.8841 3.7945
H 5.3814 1.2269 0.4493
H 2.8702 2.1835 3.7956

=====

Entry 3:
122
Properties=species:S:1:pos:R:3 method="wB97M-V/def2-TZVPD" total_charge=+1 homo_lumo_gap_ev=8.4 homo_ev=-10.070 total_energy_ha=-2899.734431 largest_force_ev_per_a=9.49 e_lumo_ha=-0.0610
O -21.7819 -1.7563 7.3893
H -21.1219 -2.2119 7.9010
H -22.8443 -2.1596 7.7679
H -21.7755 -1.7490 6.5261
C -24.8183 -1.4779 7.5537
O -24.1257 -2.3386 8.1613
N -25.9296 -1.6415 6.7268
N -24.2084 -0.2018 7.5130
H -26.6123 -1.0105 6.4109
H -26.0088 -2.6170 6.8127
H -23.7197 0.0707 8.4019
H -24.7672 0.6165 7.5141
C -25.4789 -5.3051 6.0975
O -26.1216 -4.3732 6.5596
N -25.6504 -6.6237 6.4401
N -24.5102 -5.0261 5.2171
H -26.3994 -6.8363 7.0622
H -24.8115 -7.1453 6.4560
H -24.1307 -5.6713 4.5737
H -24.2635 -4.0920 5.0690
C -19.0533 -1.2489 9.1183
O -18.5689 -0.6526 8.1428
N -19.4305 -0.6082 10.2452
N -19.3037 -2.5839 8.9169
H -19.2210 0.3764 10.3197
H -19.6976 -0.9578 11.1636
H -19.1961 -3.1158 9.7512
H -18.6583 -2.8311 8.1494
C -19.6044 2.4484 5.7663
O -20.4357 1.6468 5.4429
N -18.3807 2.0647 6.2460
N -19.6999 3.7671 5.4766
H -17.7010 2.7616 6.5212
H -18.2298 1.1818 6.6619
H -20.3890 4.0786 4.8184
H -18.9866 4.3390 5.8385
C -19.7844 -2.2246 4.6706
O -19.7640 -3.3704 5.1593
N -19.3593 -1.1474 5.4180
N -20.2548 -2.0225 3.3970
H -18.7892 -1.2266 6.2723
H -19.4191 -0.1940 5.0873
H -21.0547 -2.6096 3.2532
H -20.3959 -0.9768 3.2981
C -23.2779 -1.4051 4.4354
O -22.7362 -2.3444 5.0519
N -22.9411 -0.1266 4.6448
N -24.0603 -1.5801 3.3365
H -22.2115 0.1464 5.3366
H -23.3801 0.7177 4.2970
H -23.6766 -0.9342 2.6847
H -24.2703 -2.4827 3.0269
N -29.4296 5.3598 6.9930
C -28.4880 6.1439 7.5661
C -27.8179 6.8178 6.5795
C -28.4225 6.4153 5.3247
C -29.4939 5.6272 5.5971
H -30.1568 4.8567 7.4689
H -28.2798 6.1738 8.6501
H -27.0541 7.4920 6.8262
H -28.2076 6.8137 4.3570
H -30.1890 5.0887 4.9741
N -24.9152 4.8888 5.9090
C -24.2451 4.2949 4.7782
C -23.2010 3.5554 5.2555
C -23.1287 3.8413 6.6520
C -24.2149 4.6717 7.0306
H -25.8064 5.4323 5.9022
H -24.6222 4.3291 3.7606
H -22.4944 2.8968 4.7431
H -22.4605 3.4581 7.4297
H -24.5380 5.0767 7.9942
N -26.3868 2.2766 7.0009
C -27.4485 1.6179 6.5153
C -28.0797 0.9792 7.6073
C -27.4024 1.3798 8.7961
C -26.3986 2.1914 8.4083
H -25.9589 2.9949 6.4491
H -27.5441 1.5622 5.4494
H -28.9818 0.3583 7.5234
H -27.5077 1.0450 9.8614
H -25.5080 2.5188 8.9602
N -20.3132 3.8138 10.2617
C -19.7746 2.9532 9.3157
C -20.7162 2.0142 9.0271
C -21.8500 2.2143 9.8909
C -21.5887 3.3606 10.6048
H -19.8286 4.5877 10.6187
H -18.8057 3.1138 8.8944
H -20.5623 1.2091 8.3480
H -22.8036 1.6842 9.9853
H -22.0316 3.8197 11.4632
N -21.1525 -5.8471 5.8106
C -21.0051 -7.0747 5.1697
C -21.5764 -8.0474 5.9142
C -22.1064 -7.4098 7.1474
C -21.8222 -6.0749 7.0084
H -20.5948 -5.0238 5.4929
H -20.5190 -7.2592 4.1967
H -21.6946 -9.0779 5.6473
H -22.6319 -7.8605 7.9379
H -22.1642 -5.3025 7.6791
N -18.1585 -5.3789 7.3606
C -17.9472 -5.8259 8.6265
C -17.1104 -4.9844 9.2833
C -16.6576 -4.0620 8.2983
C -17.3108 -4.3502 7.1038
H -18.5681 -5.9891 6.6794
H -18.4955 -6.7012 8.9076
H -16.8397 -4.9700 10.3319
H -15.8231 -3.3582 8.4785
H -17.3150 -3.9214 6.1092
N -24.2149 -2.5994 11.0131
C -24.8826 -2.2222 12.1144
C -24.0042 -1.6356 13.0571
C -22.7491 -1.7113 12.3779
C -22.9199 -2.2237 11.1072
H -24.6450 -3.0474 10.2020
H -25.9578 -2.4686 12.1166
H -24.3472 -1.1923 14.0243
H -21.7526 -1.2910 12.5119
H -22.2481 -2.4923 10.3188

=====

Entry 4:
35
Properties=species:S:1:pos:R:3 method="wB97M-V/def2-TZVPD" total_charge=-1 homo_lumo_gap_ev=7.0 homo_ev=-4.373 total_energy_ha=-1259.661968 largest_force_ev_per_a=3.42 e_lumo_ha=0.0951
C -2.2839 -0.6671 0.0091
P -0.5900 -0.3242 -0.7439
C -0.7153 -1.1353 -2.4492
O -0.3266 1.3863 -0.9054
C -0.0056 1.9709 0.2780
O -0.3440 1.4708 1.3261
O 0.6823 3.1798 0.3409
C 2.1014 2.9707 0.1703
O 2.7253 2.8105 1.4436
C 3.3983 1.5961 1.5708
C 4.7880 1.6439 2.0793
C 5.5419 0.4084 2.2796
C 4.9889 -0.9294 1.9856
C 3.6229 -0.9643 1.4674
C 2.8565 0.2799 1.2687
H -2.4280 -1.7791 0.0961
H -2.3977 -0.2182 1.0263
H -3.0240 -0.2356 -0.7220
H -0.3855 -0.4562 -3.2798
H -0.1974 -2.1319 -2.4661
H -1.8088 -1.3552 -2.6347
H 2.4917 3.9312 -0.2741
H 2.3081 2.1410 -0.5526
H 5.2991 2.5949 2.3586
H 6.5831 0.4349 2.6850
H 5.5651 -1.8708 2.1695
H 3.1708 -1.9636 1.2486
H 1.8149 0.1558 0.8908
C -6.8397 -1.7969 -1.4084
C -5.3347 -1.9257 -1.6775
O -4.7312 -2.7681 -0.9683
O -4.8888 -1.1696 -2.5757
H -7.1612 -2.4786 -0.6183
H -7.0756 -0.7748 -1.1015
H -7.4003 -2.0306 -2.3170